Density functional theory data (ωB97M-V with the def2-TZVPD basis set) for a molecular structure, C27H35AuN4OS at a distorted geometry.

Output
2S+1: 3
HOMO-LUMO gap (alpha / beta) (eV): 6.4 / 6.2
<S²>: 2.011

```
69
Properties=species:S:1:pos:R:3:nbo_charge:R:1
C -0.511 2.629 2.421 0.08
C 2.503 0.518 -0.538 0.07
H -0.923 -1.640 -5.131 0.21
C 3.831 0.521 -0.904 -0.23
H -0.132 0.946 5.891 0.21
H 0.993 0.303 -3.392 0.22
C 3.122 0.357 -3.165 -0.20
H -2.088 4.093 -0.258 0.22
H -1.737 -1.118 5.514 0.21
H -0.787 -2.568 5.195 0.21
H -1.610 -0.420 -4.054 0.22
C -0.294 -0.912 3.898 -0.25
H 3.298 0.292 -4.228 0.26
C -3.338 -2.599 -1.222 -0.33
C -3.234 -2.631 -4.214 -0.59
H -0.958 -1.366 3.160 0.21
H -2.697 3.674 1.347 0.20
H 1.562 3.045 0.657 0.19
C -0.280 2.769 4.825 -0.20
C -0.392 3.375 3.588 -0.24
H 1.844 -0.941 4.300 0.20
H -2.647 -0.108 1.832 0.20
C -1.938 -2.468 -3.411 -0.09
H -0.054 -1.221 6.050 0.20
O -1.369 1.903 -1.416 -0.60
H -4.080 -3.310 -1.547 0.22
C 1.819 0.360 -2.704 0.06
Au -0.526 0.439 -0.729 1.38
H -0.144 -1.288 -3.597 0.20
H -0.368 4.462 1.337 0.21
H 0.513 1.954 -0.316 0.16
C -1.987 3.385 0.565 -0.60
C -0.270 1.392 4.915 -0.22
S 6.032 0.341 -4.308 -0.12
H -0.171 3.372 5.717 0.21
H -0.916 -4.075 -4.472 0.20
H 1.439 -1.051 2.585 0.21
C -1.815 -0.254 1.136 0.11
C 0.603 3.008 0.128 -0.59
C -0.553 1.209 2.529 0.09
C -0.557 3.407 1.120 -0.26
C -1.156 -3.788 -3.445 -0.59
H 7.489 0.517 -2.115 0.42
N -0.644 0.337 1.378 -0.65
H -0.368 4.456 3.534 0.21
N -1.519 -1.278 -1.212 -0.66
H -2.294 2.420 0.189 0.23
H 2.213 0.581 0.505 0.22
H -3.990 -2.103 0.829 0.21
N 6.536 0.518 -1.795 -0.75
C -2.265 -2.116 -1.979 0.18
C 5.573 0.436 -2.725 0.09
H 0.651 3.710 -0.705 0.22
H 6.391 0.580 -0.804 0.39
H 1.213 -2.451 3.631 0.21
C -2.167 -1.135 0.008 0.00
H -3.841 -1.725 -4.170 0.22
C -3.291 -1.972 0.016 -0.24
C -0.744 -1.480 5.244 -0.60
H -0.218 -3.704 -2.892 0.21
H -3.017 -2.839 -5.264 0.21
C -0.402 0.599 3.785 -0.02
C -1.108 -1.391 -4.083 -0.59
H -3.842 -3.455 -3.839 0.21
C 1.133 -1.363 3.586 -0.59
H -1.731 -4.600 -2.997 0.21
N 1.486 0.438 -1.408 -0.53
H 4.570 0.588 -0.120 0.21
C 4.161 0.438 -2.254 -0.06
```